Below is a molecular structure, C4H6O2Tb in a non-equilibrium geometry, with properties calculated with the ωB97M-V functional and the def2-TZVPD basis.

Each line ends with the Mulliken charge.
CARTESIAN COORDINATES (ANGSTROEM)
H (0.732, -0.526, 1.309)  0.34
O (2.640, 0.606, 0.226)  -0.14
C (1.368, 0.659, 0.400)  -0.44
C (0.630, -0.526, 0.048)  0.15
C (-0.825, -0.910, -0.147)  -0.67
C (-1.912, 0.087, 0.002)  0.29
O (-1.734, 1.299, 0.093)  -0.70
Tb (-0.105, 2.551, -0.499)  2.05
H (2.962, 1.290, -0.381)  0.34
H (1.233, -1.117, -0.658)  0.43
H (-1.069, -1.719, 0.561)  0.47
H (-0.992, -1.387, -1.129)  0.40
H (-2.928, -0.307, 0.175)  0.47

## Properties
ΔE to the lowest compared entry with this formula, charge and spin ... 291.4 kJ/mol
Net charge ... +3
Spin multiplicity ... 7
E_tot ... -30735.5062 eV
Gap between HOMO and LUMO (alpha / beta) ... 7.0 / 7.9 eV